Entry from the Open Molecules 2025 dataset: a 5-piece molecular cluster, C32H64I2N4O3P overall at a distorted geometry (wB97M-V/def2-TZVPD).

Geometry as XYZ:
```
106
Properties=species:S:1:pos:R:3:forces:R:3:lowdin_charge:R:1
C 3.6804 -3.4696 0.6866 0.1860 -0.1120 -0.1822 -0.144
O 4.2703 -2.4998 1.5191 -0.0489 0.0864 0.0437 -0.195
C 4.3319 -1.2254 0.8778 -0.0158 -0.0328 -0.0622 -0.233
C 4.8661 -0.1910 1.8667 0.0179 -0.1878 0.1937 -0.169
C 6.2772 0.3386 1.5855 0.0319 -0.0158 0.0229 -0.191
C 6.4358 1.3226 0.3919 -0.0416 -0.1240 0.0104 -0.206
C 5.1316 1.7847 -0.2593 0.0285 0.0986 -0.1665 -0.209
C 4.2854 2.7352 0.6122 0.0948 0.0242 -0.1237 -0.205
C 2.8019 2.3660 0.6121 -0.1967 -0.1185 0.0013 -0.232
C 1.9344 3.0194 -0.4765 0.1404 0.0535 -0.0109 -0.201
C 0.8978 4.0240 0.0581 -0.0563 -0.0530 0.0646 -0.212
C -0.5332 3.7118 -0.3944 -0.1829 0.2654 0.1493 -0.278
C -1.1597 2.4710 0.2605 0.2533 -0.0814 -0.2835 -0.339
P -1.5857 1.0615 -0.9918 -1.7523 1.2052 -0.3777 0.409
I 0.5806 -0.5993 -0.5478 0.6352 -0.5573 0.0435 0.373
C -2.6907 0.1141 0.2979 0.1563 0.0280 0.3540 -0.350
C -2.2457 -0.6078 1.5858 -0.1640 -0.2911 0.1070 -0.380
C -2.0092 0.1860 2.8840 -0.4380 0.0144 -0.1830 -0.636
I -0.0241 0.4203 3.6567 0.1933 0.0470 -0.2506 0.779
C -2.9967 2.1684 -1.6763 0.2181 0.1033 -0.0019 -0.331
O -3.7596 1.6467 -2.7629 -0.3500 -0.1489 0.1410 -0.217
O -4.6340 0.6198 -2.2486 0.3202 0.1869 -0.0491 -0.073
H 3.5287 -4.3647 1.2970 0.0217 0.0693 -0.1360 0.083
H 2.7131 -3.1344 0.2880 0.4407 -0.0439 -0.0247 0.045
H 4.3367 -3.7219 -0.1605 -0.0079 0.0331 0.0551 0.090
H 4.9872 -1.3074 -0.0047 -0.0409 0.0230 0.0233 0.126
H 3.3246 -0.9614 0.5275 0.1454 -0.0060 -0.0039 0.032
H 4.1550 0.6301 1.9536 0.0633 -0.0695 0.0638 0.085
H 4.8811 -0.6894 2.8456 -0.0276 0.0910 -0.1323 0.109
H 6.6405 0.8189 2.5010 -0.0366 -0.0398 -0.0973 0.100
H 6.9294 -0.5289 1.4158 -0.0361 0.1217 0.0909 0.104
H 6.9851 2.2086 0.7328 -0.0013 -0.0822 -0.0706 0.101
H 7.0591 0.8528 -0.3775 -0.0397 0.0482 0.0616 0.096
H 4.5252 0.9134 -0.5327 0.0828 0.0959 0.0150 0.098
H 5.3811 2.2736 -1.2087 -0.0523 -0.0432 0.0671 0.107
H 4.4143 3.7634 0.2493 0.0061 -0.0516 0.1663 0.107
H 4.6564 2.7153 1.6420 0.0644 0.0239 -0.0684 0.103
H 2.7293 1.2807 0.4825 -0.1128 0.1214 0.2018 0.023
H 2.3716 2.5977 1.5909 -0.0090 -0.0775 -0.0112 0.097
H 2.5902 3.5199 -1.2003 -0.1108 -0.0800 -0.0207 0.107
H 1.4031 2.2405 -1.0308 0.0820 0.0364 0.0106 0.037
H 0.9138 4.0180 1.1576 -0.0079 0.0298 -0.1521 0.101
H 1.1612 5.0457 -0.2413 -0.0412 -0.0707 -0.0247 0.098
H -1.1432 4.5936 -0.1540 -0.0711 -0.1109 -0.1476 0.100
H -0.5496 3.6005 -1.4908 0.1040 0.0367 0.1119 0.071
H -2.1129 2.7268 0.7371 0.1103 -0.0525 0.1231 0.063
H -0.4846 2.0755 1.0137 0.0418 -0.1802 0.2309 0.020
H -1.9160 0.0512 -1.9718 0.1684 -0.1852 0.0893 -0.050
H -0.6657 1.6436 -1.9203 0.2176 -0.1750 0.1107 -0.078
H -3.4858 0.8078 0.6119 0.0861 0.0995 -0.1642 0.065
H -3.1760 -0.6307 -0.3452 0.1083 0.0264 0.1348 0.062
H -1.4450 -1.3228 1.3879 0.0893 0.2188 0.0332 0.004
H -3.1012 -1.2348 1.8704 0.0643 -0.0833 -0.1954 0.082
H -2.5028 -0.3340 3.7042 0.0768 0.1351 -0.0466 0.019
H -2.4030 1.2017 2.8437 0.0718 -0.0484 -0.1018 0.027
H -2.5223 3.0458 -2.1347 -0.0547 -0.1051 0.0893 0.086
H -3.6882 2.5457 -0.9054 0.0313 -0.0921 0.0256 0.085
H -5.1528 1.1021 -1.5840 -0.0363 0.0251 -0.0912 0.089
C 0.8147 -3.5274 1.8252 -0.0903 -0.0224 0.2066 -0.153
C 0.4187 -4.9424 1.4320 -0.0358 0.0952 0.0387 -0.250
C -0.7804 -4.9773 0.4760 0.1245 -0.0779 -0.0399 -0.186
C -1.9963 -4.4448 1.0860 -0.3602 0.1830 0.0754 -0.231
N -2.9681 -4.0493 1.5584 0.2432 -0.1446 -0.0505 0.150
H 0.0116 -3.0090 2.3521 -0.0651 -0.0448 -0.0050 0.060
H 1.6848 -3.5442 2.4832 -0.0429 0.0501 0.0304 0.072
H 1.0697 -2.9252 0.9510 -0.3243 -0.0701 0.2679 -0.056
H 0.1791 -5.5409 2.3144 0.0197 -0.0015 0.0208 0.108
H 1.2599 -5.4317 0.9361 -0.0233 -0.0469 -0.0627 0.099
H -1.0024 -6.0022 0.1706 0.0319 0.0027 -0.0423 0.113
H -0.5670 -4.3983 -0.4250 -0.0111 0.0704 0.0281 0.119
C -8.8367 -2.1119 -4.8608 0.0059 0.0140 -0.0022 -0.116
C -7.4706 -1.4434 -4.9383 -0.0245 -0.0126 0.0093 -0.261
C -6.8686 -1.1367 -3.5624 0.0692 -0.0773 -0.1258 -0.191
C -7.7112 -0.2275 -2.7919 -0.2588 0.2304 0.1862 -0.248
N -8.4011 0.4870 -2.2108 0.1704 -0.1526 -0.1203 0.140
H -9.5623 -1.4630 -4.3683 0.0004 -0.0042 0.0197 0.069
H -9.2155 -2.3428 -5.8566 -0.0040 -0.0021 -0.0092 0.067
H -8.7844 -3.0456 -4.2973 0.0026 -0.0028 0.0073 0.075
H -7.5426 -0.5143 -5.5067 0.0117 0.0058 -0.0135 0.110
H -6.7700 -2.0886 -5.4713 0.0294 0.0126 0.0076 0.106
H -5.8853 -0.6713 -3.6462 -0.0267 -0.0470 0.0262 0.092
H -6.7489 -2.0548 -2.9828 0.0204 0.0038 0.0010 0.127
C 4.1948 -0.7035 8.1247 -0.0218 0.0074 0.0138 -0.114
C 2.8384 -0.9466 7.4765 0.0274 0.0111 0.0104 -0.259
C 2.8550 -0.7335 5.9596 -0.0565 -0.1321 0.0050 -0.213
C 3.2252 0.6321 5.6025 0.1831 0.3802 -0.1299 -0.276
N 3.5388 1.7079 5.3420 -0.0791 -0.2275 0.0911 0.156
H 4.5174 0.3284 7.9795 0.0110 -0.0006 -0.0162 0.070
H 4.1533 -0.8945 9.1974 0.0035 0.0009 0.0062 0.067
H 4.9574 -1.3572 7.6965 0.0004 -0.0022 -0.0094 0.075
H 2.0890 -0.2863 7.9165 -0.0107 -0.0008 0.0074 0.111
H 2.5107 -1.9701 7.6668 -0.0156 -0.0072 -0.0227 0.106
H 1.8734 -0.9343 5.5263 0.0298 -0.0524 0.0015 0.039
H 3.5702 -1.4081 5.4819 -0.0301 -0.0001 -0.0142 0.122
C -2.4729 0.4692 -5.4568 0.0276 -0.0141 -0.0842 -0.104
C -2.3298 1.8120 -6.1619 -0.0077 -0.0356 0.0480 -0.255
C -0.8639 2.1974 -6.4128 -0.0320 -0.1365 -0.0934 -0.195
C -0.1312 2.2947 -5.1537 -0.1285 0.1320 0.4968 -0.218
N 0.3127 2.3902 -4.0967 0.2145 0.0637 -0.4189 0.180
H -2.0166 0.4886 -4.4676 -0.0011 -0.0068 0.0180 0.057
H -3.5248 0.2203 -5.3198 -0.0059 0.0064 0.0263 0.065
H -2.0054 -0.3296 -6.0391 0.0068 0.0077 -0.0098 0.076
H -2.8029 2.5917 -5.5619 -0.0014 -0.0012 0.0109 0.108
H -2.8418 1.7926 -7.1271 0.0191 0.0158 -0.0158 0.102
H -0.7894 3.1572 -6.9265 -0.0038 -0.0134 -0.0162 0.111
H -0.3765 1.4469 -7.0397 -0.0106 0.0159 -0.0143 0.114
```
Forces are in eV/Å.

The lowest unoccupied orbital energy comes out at 2.4 eV. The molar mass is 837.7 g mol⁻¹. The charge is -1. Its spin multiplicity is 1. Its calculated total energy is -2639.0188 Eh.